# 1
{
  "formula": "C26H47O17P",
  "method": "ωB97M-V/def2-TZVPD",
  "symbols": ["C", "C", "O", "C", "C", "O", "O", "P", "O", "O", "C", "C", "C", "C", "O", "C", "O", "O", "C", "C", "C", "C", "C", "H", "H", "H", "H", "H", "H", "H", "H", "H", "H", "H", "H", "H", "H", "H", "H", "H", "H", "H", "H", "H", "H", "H", "H", "H", "H", "H", "H", "H", "C", "C", "C", "O", "C", "O", "O", "H", "H", "H", "H", "H", "H", "C", "C", "C", "O", "C", "O", "O", "H", "H", "H", "H", "H", "H", "C", "C", "C", "O", "C", "O", "O", "H", "H", "H", "H", "H", "H"],
  "coordinates": [[-2.5501, 3.9138, -2.4682], [-3.4808, 5.0107, -1.7561], [-3.7178, 4.8075, -0.3447], [-2.5196, 4.5152, 0.3944], [-1.3683, 5.6285, 0.3127], [-0.0964, 4.9275, 0.3472], [0.9001, 5.6555, -0.2492], [2.1300, 4.6464, -0.8724], [2.9420, 5.5193, -1.8590], [3.2374, 4.0836, 0.2868], [2.7743, 4.2715, 1.6568], [1.8723, 3.0163, 2.1355], [1.9365, 2.8050, 3.7520], [0.4564, 2.2854, 4.1636], [0.2554, 1.0245, 3.4432], [-1.0499, 0.9570, 2.8784], [-2.0872, 1.3451, 3.4837], [1.4026, 3.4268, -1.8095], [1.1943, 2.1886, -1.0608], [0.3850, 1.1853, -2.0112], [1.2262, -0.0691, -2.5412], [2.2507, 0.2629, -3.7400], [2.0562, -0.8393, -1.3951], [-1.4735, 4.3328, -2.5237], [-2.5453, 2.9266, -1.8719], [-2.9580, 3.7569, -3.5266], [-3.1438, 6.1005, -1.9547], [-4.5160, 4.9354, -2.2673], [-2.8372, 4.4645, 1.5052], [-2.0788, 3.4654, 0.1813], [-1.4739, 6.3843, -0.5322], [-1.4172, 6.2426, 1.2937], [3.7199, 4.2262, 2.3217], [2.2949, 5.2839, 1.8680], [0.7662, 3.1224, 1.8706], [2.2483, 2.0704, 1.5908], [2.1670, 3.8397, 4.2152], [2.7671, 2.0442, 4.0459], [-0.2651, 3.1141, 3.8410], [0.4628, 2.0821, 5.2845], [-1.1160, 0.5025, 1.8185], [2.1901, 1.7825, -0.6835], [0.5223, 2.4149, -0.1628], [-0.0848, 1.6952, -2.9315], [-0.5089, 0.7499, -1.4197], [0.4617, -0.8215, -2.9677], [2.4806, 1.3902, -3.8307], [1.7874, -0.1148, -4.7300], [3.2163, -0.3513, -3.5938], [3.1537, -0.4962, -1.3908], [1.5844, -0.7295, -0.3483], [2.0654, -1.9555, -1.6521], [-3.3367, -1.7949, -2.8796], [-2.2488, -2.6724, -2.2966], [-2.7779, -3.8765, -1.5832], [-1.7568, -4.1378, -0.6252], [-1.1626, -2.9420, -0.3598], [-0.4067, -2.7465, 0.5495], [-1.5396, -1.9919, -1.2628], [-2.8985, -1.0370, -3.5353], [-4.0494, -2.3808, -3.4650], [-3.8746, -1.2564, -2.0944], [-1.5315, -2.9522, -3.0743], [-2.9105, -4.7270, -2.2513], [-3.7164, -3.6922, -1.0495], [2.3737, -0.4457, 7.6416], [3.4390, -0.4510, 6.5649], [4.8265, -0.6444, 7.1012], [5.6251, 0.0173, 6.1268], [4.8432, 0.9854, 5.5780], [5.2484, 1.8681, 4.8782], [3.5337, 0.8224, 5.9297], [1.3792, -0.4820, 7.1878], [2.4759, -1.3063, 8.3072], [2.4142, 0.4723, 8.2340], [3.1991, -1.1965, 5.7994], [5.0989, -1.6980, 7.1760], [4.9912, -0.1634, 8.0709], [-2.0067, -9.5001, -5.3289], [-2.1786, -8.3156, -4.4005], [-3.6014, -7.8571, -4.2762], [-3.4499, -6.4751, -3.9678], [-2.2692, -6.0829, -4.5194], [-1.9228, -4.9419, -4.6381], [-1.5316, -7.1563, -4.9210], [-0.9928, -9.9009, -5.2443], [-2.7106, -10.3004, -5.0878], [-2.1414, -9.2071, -6.3734], [-1.7436, -8.5374, -3.4203], [-4.1366, -8.3764, -3.4800], [-4.1720, -7.9456, -5.2063]],
  "lowdin_charge": [-0.08, -0.26, -0.18, -0.18, -0.11, -0.23, -0.19, 0.70, -0.30, -0.20, -0.21, -0.17, -0.13, -0.18, -0.10, -0.23, 0.01, -0.21, -0.22, -0.14, -0.39, -0.09, -0.11, 0.09, 0.08, 0.08, 0.12, 0.13, 0.14, 0.12, 0.13, 0.14, 0.14, 0.13, 0.08, 0.12, 0.13, 0.10, 0.13, 0.13, 0.16, 0.12, 0.10, 0.13, 0.11, 0.12, 0.09, 0.08, 0.08, 0.08, 0.08, 0.08, -0.01, -0.35, -0.10, 0.07, -0.54, 0.14, 0.06, 0.08, 0.09, 0.09, 0.15, 0.11, 0.15, -0.02, -0.34, -0.11, 0.07, -0.54, 0.16, 0.06, 0.09, 0.09, 0.09, 0.16, 0.14, 0.14, -0.02, -0.34, -0.10, 0.05, -0.53, 0.16, 0.10, 0.09, 0.09, 0.09, 0.16, 0.14, 0.14],
  "multiplicity": 1,
  "smiles": "CCOCCOO[P@@](=O)(OCCCCOC=O)OCCC(C)C.C[C@@H]1COC(=O)O1.C[C@@H]1COC(=O)O1.C[C@@H]1COC(=O)O1",
  "charge": 0,
  "homo_energy_ev": -9.7,
  "orbital_gap_ev": 10.026
}

=====

# 2
{
  "formula": "C2H2Br3O2S",
  "method": "ωB97M-V/def2-TZVPD",
  "symbols": ["C", "C", "O", "O", "S", "Br", "Br", "Br", "H", "H"],
  "coordinates": [[0.1474, 0.5062, -0.8621], [0.5551, -0.4512, 1.1668], [-2.4572, 1.0571, -0.5664], [-0.4335, 0.6232, -2.1453], [-1.5683, 0.0379, -1.0110], [2.5094, -0.2803, 1.4623], [-0.3030, -0.4842, 2.9666], [0.1286, -2.3657, 0.5027], [1.0422, -0.0810, -0.9826], [0.3794, 1.4380, -0.5310]],
  "nbo_charge": [-0.26, -0.52, -0.94, -0.70, 1.43, -0.11, -0.10, -0.19, 0.20, 0.18],
  "multiplicity": 1,
  "charge": -1,
  "e_above_lowest_ev": 2.812,
  "homo_energy_ev": -3.9,
  "orbital_gap_ev": 7.074
}

=====

# 3
{
  "formula": "C5H8ClNS",
  "method": "ωB97M-V/def2-TZVPD",
  "symbols": ["C", "C", "S", "N", "C", "C", "C", "Cl", "H", "H", "H", "H", "H", "H", "H", "H"],
  "coordinates": [[2.2442, -0.9916, 0.6177], [0.9659, -0.2340, 0.3004], [1.3357, 1.5456, 0.2923], [-0.1256, -0.8056, 0.0982], [-1.3100, -0.2170, -0.2218], [-1.2821, 0.9413, -1.2167], [-2.4110, -0.5510, 0.4368], [-3.9831, 0.0203, 0.2824], [2.1554, -2.0178, 0.4543], [2.7398, -0.9309, 1.6052], [2.9571, -0.6723, -0.1272], [2.6539, 1.3589, 0.5632], [-2.1387, 1.0177, -1.7655], [-0.4588, 0.9500, -1.8675], [-1.1428, 1.8781, -0.6450], [-2.1999, -1.2918, 1.1935]],
  "nbo_charge": [-0.67, 0.23, -0.05, -0.45, 0.13, -0.66, -0.27, 0.03, 0.23, 0.24, 0.22, 0.14, 0.23, 0.22, 0.22, 0.22],
  "multiplicity": 1,
  "smiles": "C/C(S)=N/C(C)=C/Cl",
  "charge": 0,
  "e_above_lowest_ev": 1.003,
  "homo_energy_ev": -8.5,
  "orbital_gap_ev": 9.031
}

=====

# 4
{
  "formula": "C2H4ClN2",
  "method": "ωB97M-V/def2-TZVPD",
  "symbols": ["C", "C", "N", "N", "Cl", "H", "H", "H", "H"],
  "coordinates": [[-0.4905, -1.7181, -0.1362], [0.7157, 0.4092, 0.0789], [0.0181, -0.5631, 0.1000], [0.6489, 1.6663, -0.1741], [2.9418, -0.2305, 0.0144], [-0.4419, -2.1502, -1.1793], [-1.1475, -2.0539, 0.5901], [-0.2989, 1.9451, -0.0466], [1.4944, 2.1453, 0.0825]],
  "nbo_charge": [0.20, 0.73, -0.43, -0.74, -0.15, 0.25, 0.22, 0.44, 0.47],
  "multiplicity": 1,
  "charge": 1,
  "e_above_lowest_ev": 2.094,
  "homo_energy_ev": -15.6,
  "orbital_gap_ev": 8.008
}

=====

# 5
{
  "formula": "C4H12NOS",
  "method": "ωB97M-V/def2-TZVPD",
  "symbols": ["C", "N", "C", "C", "S", "C", "H", "H", "H", "H", "H", "H", "H", "H", "H", "H", "H", "H", "O"],
  "coordinates": [[2.4123, 0.9406, 0.8842], [1.6242, 0.3863, -0.2931], [0.1709, 0.4647, -0.0545], [-0.6668, -0.7783, -0.7346], [-2.4516, -0.8238, -0.5222], [-0.4636, 1.6948, -0.7080], [2.2386, 2.0062, 0.9450], [2.0189, 0.5104, 1.8508], [3.5195, 0.8041, 0.6834], [1.7499, 0.4992, -1.2508], [-0.1402, 0.3401, 1.0981], [-0.4610, -0.8433, -1.8166], [-0.1377, -1.6962, -0.2878], [-0.1431, 2.6003, -0.1401], [-1.5095, 1.4458, -0.7147], [-0.1230, 1.6926, -1.7630], [-2.2605, -2.2712, 0.8714], [-2.9432, -3.7461, 0.6245], [-2.4343, -3.2264, 1.3281]],
  "nbo_charge": [-0.40, -0.69, -0.05, -0.55, -0.62, -0.66, 0.16, 0.20, 0.19, 0.37, 0.19, 0.17, 0.19, 0.18, 0.26, 0.18, 0.48, 0.45, -1.05],
  "multiplicity": 1,
  "charge": -1,
  "e_above_lowest_ev": 1.570,
  "homo_energy_ev": -3.0,
  "orbital_gap_ev": 6.597
}

=====

# 6
{
  "formula": "HO5S",
  "method": "ωB97M-V/def2-TZVPD",
  "symbols": ["O", "O", "O", "O", "O", "S", "H"],
  "coordinates": [[-1.5848, 1.5106, -1.3359], [-0.8314, 0.6461, 0.9353], [-2.2646, -0.7105, -0.5511], [1.9554, -0.9319, 0.7478], [2.8990, -0.4413, -0.0329], [-1.2902, 0.4145, -0.4150], [1.1167, -0.4875, 0.6519]],
  "nbo_charge": [-0.98, -1.01, -1.00, -0.33, -0.17, 2.00, 0.48],
  "multiplicity": 1,
  "charge": -1,
  "e_above_lowest_ev": 2.436,
  "homo_energy_ev": [-5.5, -3.4],
  "orbital_gap_ev": [9.267, 5.876]
}